1.
# C8H18Br4HgN

A structure of composition C8H18Br4HgN in a non-equilibrium geometry (ωB97M-V/def2-TZVPD, the Open Molecules 2025 dataset).

Properties
energy relative to the best compared isomer or geometry (same formula, charge and spin) = 31.0 kJ/mol
HOMO = -0.1747 Eh
energy = -294427.5569 eV
total charge = -1
molar mass = 648.4 g mol⁻¹
E_LUMO = 0.057 Eh
orbital gap = 6.32 eV

```
32
Properties=species:S:1:pos:R:3:lowdin_charge:R:1
Hg 3.06 2.39 2.40 0.054
C -3.60 1.04 0.21 -0.102
C -2.59 0.32 -0.65 -0.261
C -1.56 -0.54 0.11 -0.096
N -0.32 -1.02 -0.69 -0.215
C -0.64 -2.05 -1.77 0.014
C 0.56 0.17 -1.24 -0.099
C 2.00 -0.10 -0.83 -0.175
C 1.80 -0.77 0.53 -0.200
C 0.66 -1.72 0.33 -0.089
H -3.12 1.80 0.82 0.084
H -3.96 0.30 0.93 0.076
H -4.33 1.47 -0.47 0.082
H -2.23 1.06 -1.37 0.111
H -3.25 -0.23 -1.33 0.096
H -2.06 -1.36 0.63 0.131
H -1.14 0.11 0.88 0.133
H -1.07 -2.92 -1.26 0.100
H 0.33 -2.30 -2.20 0.101
H -1.36 -1.62 -2.47 0.095
H 0.35 0.19 -2.31 0.121
H 0.16 1.08 -0.79 0.041
H 2.49 -0.82 -1.48 0.115
H 2.43 0.90 -0.77 0.048
H 2.77 -1.08 0.91 0.125
H 1.66 0.04 1.24 0.026
H 1.06 -2.64 -0.09 0.120
H 0.12 -2.02 1.23 0.128
Br 4.10 4.46 3.83 -0.450
Br 0.87 3.24 0.95 -0.346
Br 4.88 1.94 0.49 -0.344
Br 1.92 0.68 4.23 -0.423
```

=====

2.
# C9H18N3O3

The ion C9H18N3O3 with charge +1 in a non-equilibrium geometry (ωB97M-V/def2-TZVPD, the Open Molecules 2025 dataset).

Properties
energy relative to the best compared isomer or geometry (same formula, charge and spin) = 0.0 kJ/mol
HOMO = -0.4813 Eh
energy = -20231.8377 eV
total charge = +1
molar mass = 216.3 g mol⁻¹
E_LUMO = -0.133 Eh
orbital gap = 9.48 eV

```
33
Properties=species:S:1:pos:R:3:lowdin_charge:R:1
C -1.97 -1.48 2.50 -0.066
C -2.52 -1.83 1.14 -0.200
O -1.85 -1.01 0.16 -0.044
C -2.21 -1.23 -1.12 -0.496
O -3.00 -2.07 -1.44 0.145
C -1.55 -0.29 -2.10 -0.077
C -0.29 0.41 -1.59 -0.190
C 0.87 -0.57 -1.43 -0.099
C 2.19 -0.06 -0.83 -0.273
N 2.32 1.42 -0.87 0.178
C 1.85 2.06 0.22 -0.355
N 2.05 3.36 0.35 0.240
N 1.14 1.40 1.17 0.129
C 1.46 -0.04 1.38 -0.144
O 2.43 -0.48 0.49 -0.029
H -2.01 -0.40 2.66 0.079
H -2.55 -1.98 3.28 0.088
H -0.94 -1.82 2.60 0.069
H -3.59 -1.64 1.07 0.132
H -2.37 -2.88 0.89 0.131
H -2.30 0.46 -2.33 0.139
H -1.36 -0.84 -3.03 0.137
H -0.01 1.17 -2.32 0.123
H -0.56 0.92 -0.67 0.091
H 0.57 -1.45 -0.85 0.132
H 1.10 -0.94 -2.43 0.132
H 3.01 -0.45 -1.43 0.164
H 3.29 1.68 -1.04 0.170
H 2.79 3.83 -0.16 0.142
H 1.45 3.92 0.93 0.145
H 0.14 1.57 1.12 0.151
H 1.89 -0.14 2.37 0.147
H 0.53 -0.61 1.33 0.110
```

=====

3.
# H11O5

A cluster of 5 separate species, H11O5 in total in a non-equilibrium geometry (ωB97M-V/def2-TZVPD, the Open Molecules 2025 dataset).

Properties
energy relative to the best compared isomer or geometry (same formula, charge and spin) = 74.8 kJ/mol
HOMO (alpha / beta) = -0.6378 / -0.6378 Eh
energy = -10393.4753 eV
total charge = +2
molar mass = 91.1 g mol⁻¹
E_LUMO (alpha / beta) = -0.289 / -0.576 Eh
2S+1 = 2
orbital gap (alpha / beta) = 9.50 / 1.68 eV

```
16
Properties=species:S:1:pos:R:3:lowdin_charge:R:1
O -0.16 -0.70 -0.98 0.173
H -0.04 -1.17 -1.85 0.102
H 0.67 -0.55 -0.50 0.157
O 3.88 -0.38 3.24 0.615
H 3.55 0.32 3.80 0.197
H 4.79 -0.55 3.47 0.188
O 0.11 -1.74 -3.51 -0.009
H 0.97 -2.07 -3.35 0.049
H -0.20 -1.71 -4.43 0.101
O -1.47 2.15 2.01 -0.161
H -1.81 2.99 1.61 0.045
H -2.28 2.09 2.77 0.168
O -2.28 0.52 -0.64 0.116
H -0.98 0.06 -1.09 0.156
H -2.44 1.06 0.02 -0.015
H -2.88 0.69 -1.36 0.120
```

=====

4.
# C5H8N2O4S2

A cluster of 2 separate species, C5H8N2O4S2 in total in a non-equilibrium geometry (ωB97M-V/def2-TZVPD, the Open Molecules 2025 dataset).

Properties
HOMO (alpha / beta) = -0.2076 / -0.3346 Eh
energy = -38150.2526 eV
molar mass = 224.3 g mol⁻¹
E_LUMO (alpha / beta) = 0.019 / -0.050 Eh
2S+1 = 3
orbital gap (alpha / beta) = 6.17 / 7.73 eV

```
21
Properties=species:S:1:pos:R:3:lowdin_charge:R:1
C 1.20 0.28 0.21 -0.637
C -2.27 0.94 2.59 -0.446
C 1.99 -0.51 -0.84 -0.342
C 0.93 -1.97 1.04 -0.413
C -1.55 -0.59 -2.16 -0.173
N 0.92 -0.69 1.31 -0.107
N 1.85 1.44 0.65 0.125
O -3.12 1.72 2.71 0.224
O -1.42 0.17 2.64 0.169
O -0.12 0.55 -0.40 -0.352
O -2.55 0.27 0.05 -0.460
S 1.52 -2.26 -0.55 0.831
S -1.38 -0.52 -0.33 0.916
H 1.70 -0.30 -1.89 0.087
H 3.10 -0.64 -0.72 0.088
H -0.67 0.05 -2.27 0.032
H -1.48 -1.55 -2.58 0.036
H -2.49 -0.15 -2.46 0.057
H 0.56 -0.28 2.20 0.136
H 1.06 1.98 0.96 0.084
H 2.23 2.05 -0.15 0.146
```

=====

5.
# C2H3BrI2

A structure of composition C2H3BrI2 in a non-equilibrium geometry (ωB97M-V/def2-TZVPD, the Open Molecules 2025 dataset).

Properties
energy relative to the best compared isomer or geometry (same formula, charge and spin) = 84.6 kJ/mol
HOMO (alpha / beta) = -0.3342 / -0.3293 Eh
energy = -88364.9072 eV
molar mass = 360.8 g mol⁻¹
E_LUMO (alpha / beta) = -0.070 / -0.078 Eh
orbital gap (alpha / beta) = 7.19 / 6.84 eV

```
8
Properties=species:S:1:pos:R:3:lowdin_charge:R:1
C 0.48 0.25 0.73 -0.328
C -0.19 0.09 -0.58 -1.478
Br -1.30 1.50 -1.14 0.636
I 1.01 -0.71 -2.13 0.785
I -1.98 -2.05 -0.08 0.162
H 0.89 -0.69 1.08 0.066
H 1.31 0.96 0.63 0.084
H -0.21 0.64 1.48 0.074
```

=====

6.
# C40H61N2O10P3RbS

A structure of composition C40H61N2O10P3RbS (ωB97M-V/def2-TZVPD, the Open Molecules 2025 dataset).

Properties
energy relative to the best compared isomer or geometry (same formula, charge and spin) = 9.9 kJ/mol
HOMO = -0.1535 Eh
energy = -105289.0014 eV
total charge = -1
molar mass = 940.4 g mol⁻¹
E_LUMO = 0.067 Eh
orbital gap = 5.99 eV

```
118
Properties=species:S:1:pos:R:3:lowdin_charge:R:1
Rb -0.23 -0.90 -0.67 0.804
C 0.92 -4.66 -0.64 -0.169
C 1.24 -4.52 -2.12 -0.204
O 0.96 -3.21 -2.50 -0.162
C 1.01 -2.96 -3.88 -0.190
C 0.61 -1.52 -4.12 -0.182
O -0.61 -1.13 -3.51 -0.226
C -1.85 -1.50 -4.05 -0.180
C -2.27 -2.92 -3.70 -0.183
O -2.04 -3.14 -2.32 -0.132
C -1.98 -4.50 -1.99 -0.198
C -1.50 -4.67 -0.56 -0.178
O -0.28 -4.04 -0.22 -0.165
H 1.70 -4.16 -0.07 0.134
H 0.92 -5.73 -0.37 0.126
H 0.67 -5.23 -2.73 0.112
H 2.31 -4.76 -2.26 0.133
H 0.36 -3.67 -4.41 0.114
H 2.03 -3.10 -4.27 0.127
H 0.57 -1.34 -5.21 0.132
H 1.36 -0.88 -3.66 0.084
H -1.87 -1.37 -5.14 0.132
H -2.56 -0.79 -3.62 0.059
H -1.72 -3.65 -4.29 0.109
H -3.34 -3.04 -3.94 0.132
H -1.32 -5.03 -2.69 0.108
H -2.97 -4.98 -2.06 0.134
H -1.45 -5.75 -0.35 0.129
H -2.24 -4.21 0.10 0.105
C -6.05 -2.75 3.01 -0.043
C -6.06 -1.50 2.16 -0.419
C -6.17 -0.23 2.98 -0.058
O -4.91 -1.50 1.28 -0.155
P -3.41 -1.09 1.52 0.470
O -2.49 -1.86 0.67 -0.331
C -3.31 0.69 1.27 -0.212
P -1.75 1.42 1.83 0.446
O -0.62 0.48 1.77 -0.350
O -2.01 1.92 3.32 -0.183
C -2.82 3.09 3.61 -0.445
C -3.94 2.65 4.53 -0.032
C -1.92 4.13 4.23 -0.036
O -1.67 2.71 0.95 -0.185
C -0.52 3.35 0.30 -0.383
C 0.81 2.96 0.93 -0.043
C -0.79 4.84 0.35 -0.039
O -3.19 -1.31 3.09 -0.199
C -1.95 -1.91 3.58 -0.430
C -2.11 -3.41 3.62 -0.034
C -1.68 -1.29 4.93 -0.033
H -7.00 -2.84 3.54 0.081
H -5.24 -2.71 3.74 0.069
H -5.92 -3.64 2.38 0.087
H -6.90 -1.55 1.46 0.141
H -5.33 -0.14 3.66 0.065
H -7.09 -0.28 3.58 0.087
H -6.24 0.65 2.35 0.085
H -4.15 1.19 1.76 0.066
H -3.42 0.87 0.19 -0.013
H -3.23 3.47 2.67 0.140
H -3.53 2.20 5.43 0.089
H -4.59 1.93 4.04 0.053
H -4.54 3.52 4.82 0.086
H -1.48 3.74 5.15 0.088
H -2.49 5.03 4.46 0.086
H -1.11 4.39 3.54 0.065
H -0.56 3.01 -0.73 0.139
H 0.80 3.18 2.00 0.091
H 1.60 3.55 0.46 0.071
H 1.03 1.90 0.78 0.056
H -0.75 5.19 1.38 0.072
H -1.76 5.05 -0.09 0.051
H -0.01 5.36 -0.22 0.072
H -1.15 -1.63 2.89 0.119
H -2.89 -3.70 4.32 0.080
H -1.17 -3.88 3.94 0.087
H -2.35 -3.79 2.62 0.071
H -2.50 -1.52 5.62 0.084
H -1.58 -0.21 4.84 0.069
H -0.76 -1.70 5.35 0.087
S -3.72 1.26 -2.22 0.460
C -3.56 2.86 -1.82 -0.998
N -3.46 3.98 -1.53 0.000
N 2.37 -0.13 -1.58 -0.383
P 3.64 0.70 -1.56 0.595
C 4.79 0.49 -3.01 -0.281
C 5.75 1.41 -3.42 -0.087
C 6.54 1.15 -4.54 -0.101
C 6.37 -0.03 -5.25 -0.113
C 5.42 -0.95 -4.85 -0.097
C 4.63 -0.69 -3.73 -0.093
C 3.41 2.55 -1.56 -0.282
C 2.22 2.98 -2.16 -0.097
C 1.90 4.33 -2.21 -0.102
C 2.75 5.27 -1.64 -0.112
C 3.93 4.85 -1.02 -0.099
C 4.25 3.49 -0.99 -0.104
C 4.83 0.52 -0.15 -0.276
C 4.35 0.85 1.12 -0.089
C 5.12 0.66 2.26 -0.093
C 6.40 0.12 2.14 -0.112
C 6.89 -0.22 0.89 -0.102
C 6.11 -0.01 -0.25 -0.083
H 5.88 2.34 -2.88 0.096
H 7.28 1.87 -4.86 0.093
H 6.99 -0.23 -6.12 0.091
H 5.28 -1.87 -5.40 0.092
H 3.86 -1.37 -3.40 0.080
H 1.56 2.23 -2.57 0.098
H 0.98 4.65 -2.68 0.107
H 2.50 6.32 -1.66 0.096
H 4.59 5.57 -0.56 0.094
H 5.16 3.17 -0.50 0.101
H 3.34 1.25 1.22 0.096
H 4.73 0.92 3.23 0.096
H 7.01 -0.03 3.02 0.091
H 7.88 -0.64 0.79 0.093
H 6.50 -0.28 -1.22 0.096
```

=====

7.
# C8H17NO

A cluster of 2 separate species, C8H17NO in total in a non-equilibrium geometry (ωB97M-V/def2-TZVPD, the Open Molecules 2025 dataset).

Properties
energy relative to the best compared isomer or geometry (same formula, charge and spin) = 426.9 kJ/mol
HOMO = -0.3333 Eh
energy = -12105.9458 eV
molar mass = 143.2 g mol⁻¹
E_LUMO = 0.025 Eh
orbital gap = 9.74 eV

```
27
Properties=species:S:1:pos:R:3:lowdin_charge:R:1
C -1.69 1.55 -2.30 -0.137
N -2.08 0.92 -1.08 -0.124
C -2.39 1.78 0.08 -0.503
C -2.59 0.89 1.21 -0.009
O -2.32 2.97 -0.11 0.063
H -1.25 2.48 -1.82 0.095
H -0.96 0.88 -2.93 0.104
H -2.71 1.60 -2.86 0.104
H -2.55 -0.14 -1.04 0.201
H -2.34 -0.07 0.95 0.025
H -3.74 0.71 1.40 0.145
H -2.16 1.21 2.04 0.042
C 2.73 -1.91 0.27 -0.199
C 2.90 -0.53 1.00 -0.194
C 1.60 0.19 0.56 -0.230
C 0.49 -0.85 0.48 -0.244
C 1.26 -2.03 -0.01 -0.254
H 3.46 -1.98 -0.74 0.157
H 3.22 -2.63 1.10 0.129
H 3.72 0.03 0.56 0.091
H 2.94 -0.51 2.09 0.104
H 1.69 0.83 -0.40 0.133
H 1.22 0.81 1.39 0.098
H -0.36 -0.68 -0.18 0.081
H 0.14 -0.72 1.52 0.111
H 1.11 -1.94 -1.14 0.131
H 0.66 -2.87 -0.07 0.080
```

=====

8.
# C8H11AgF6N2O2SbTe

A structure of composition C8H11AgF6N2O2SbTe (ωB97M-V/def2-TZVPD, the Open Molecules 2025 dataset).

Properties
HOMO (alpha / beta) = -0.3322 / -0.3285 Eh
energy = -49683.3102 eV
molar mass = 638.4 g mol⁻¹
E_LUMO (alpha / beta) = -0.008 / -0.126 Eh
2S+1 = 2
orbital gap (alpha / beta) = 8.83 / 5.52 eV

```
32
Properties=species:S:1:pos:R:3:lowdin_charge:R:1
Ag -0.20 -0.47 -2.18 0.737
O -1.96 -0.59 -0.82 -0.219
N -2.11 0.22 0.13 -0.039
N -1.05 0.83 0.50 -0.255
O 0.13 0.68 -0.05 -0.318
C -1.18 1.76 1.61 -0.172
C -0.18 2.71 1.76 -0.011
C -0.29 3.62 2.81 -0.070
C -1.36 3.56 3.69 -0.085
C -2.34 2.59 3.52 -0.077
C -2.26 1.68 2.47 -0.024
H 0.64 2.74 1.07 0.115
H 0.48 4.37 2.94 0.107
H -1.43 4.27 4.51 0.104
H -3.18 2.54 4.20 0.106
H -3.01 0.93 2.33 0.108
C -0.27 -2.38 1.30 -0.362
Te 1.20 -1.79 -0.09 1.579
C 1.64 -3.78 -0.66 -0.398
H -0.79 -3.24 0.89 0.024
H -0.97 -1.56 1.44 -0.011
H 0.22 -2.64 2.24 0.020
H 2.03 -4.29 0.22 0.016
H 2.38 -3.74 -1.45 0.004
H 0.73 -4.27 -1.02 0.022
F 0.02 -0.81 -4.55 -0.402
Sb 1.93 -0.52 -4.55 1.367
F 1.95 -1.66 -2.99 -0.462
F 3.76 -0.24 -4.32 -0.339
F 2.14 -2.05 -5.60 -0.339
F 1.80 0.63 -6.01 -0.332
F 1.53 0.89 -3.32 -0.393
```

=====

9.
# C2H5ClNOPS

A structure of composition C2H5ClNOPS in a non-equilibrium geometry (ωB97M-V/def2-TZVPD, the Open Molecules 2025 dataset).

Properties
energy relative to the best compared isomer or geometry (same formula, charge and spin) = 126.9 kJ/mol
HOMO = -0.3602 Eh
energy = -38338.6467 eV
molar mass = 157.6 g mol⁻¹
E_LUMO = -0.020 Eh
orbital gap = 9.25 eV

```
12
Properties=species:S:1:pos:R:3:lowdin_charge:R:1
C 0.76 -0.89 0.57 -0.272
C -0.62 -0.82 1.41 -0.278
N 0.67 0.00 -0.55 -0.207
O -1.59 -0.44 0.56 -0.283
P -0.83 0.20 -0.82 0.353
S -1.89 1.33 -1.93 0.283
Cl 1.20 3.06 -2.23 0.237
H 1.52 -0.60 1.24 0.080
H 1.05 -1.94 0.26 0.122
H -0.85 -1.71 1.94 0.104
H -0.64 0.00 2.12 0.114
H 1.21 1.81 -2.57 -0.255
```